Entry from the OMol25 dataset: a structure of composition C3H3Br3I2 at a distorted geometry (the ωB97M-V functional and the def2-TZVPD basis).

## Properties
* E_HOMO: -9.6 eV
* 2S+1: 1
* net charge: 0

Atoms and positions in Å:
C  0.172  0.742  -0.011
C  1.318  -0.349  -0.380
C  -1.045  0.153  0.862
Br  0.939  2.194  1.041
Br  2.725  0.444  -1.339
Br  -2.381  1.536  0.859
I  1.999  -1.321  1.502
I  -1.832  -1.626  -0.036
H  -0.327  1.289  -0.812
H  1.090  -1.164  -0.979
H  -0.908  0.084  1.912

Atomic forces in eV per Å
-0.166 -1.745 1.349
-0.665 2.162 2.418
0.648 0.944 -1.940
0.204 -0.145 -0.036
0.747 0.529 -0.359
-0.777 0.371 -0.164
-0.241 0.423 -0.810
0.195 0.150 0.275
0.551 -0.593 -0.571
-1.332 -1.266 -0.794
0.837 -0.830 0.633

Results of the Löwdin charge analysis, in e, for atoms 1 through 5: number 1, C, carries -0.94; number 2, C, carries -1.21; number 3, C, carries -1.27; number 4, Br, carries 0.63; number 5, Br, carries 0.65